ORCA calculation (ωB97M-V/def2-TZVPD) on a structure of composition C27H37BFN11O4PtSi.

Computed properties:
Frontier orbital gap (alpha / beta) ... 8.685 / 5.212 eV
E_HOMO (alpha / beta) ... -8.341 / -8.982 eV
Expectation value of S² ... 6.02

```
! RIJCOSX wB97M-V def2-TZVPD def2/J DEFGRID3
* xyz 0 5
Pt -0.64 -0.57 -0.39
C -2.21 -4.01 -0.60
C -2.12 -3.37 0.75
C -2.62 -3.83 1.97
C -2.27 -2.88 2.90
C -2.54 -2.86 4.37
N -1.59 -1.91 2.27
N -1.51 -2.21 0.95
B -0.98 -0.61 2.82
N 0.52 -0.56 2.42
N 0.91 -0.70 1.12
C 2.24 -0.77 1.09
C 3.01 -0.96 -0.16
C 2.72 -0.66 2.40
C 1.60 -0.52 3.21
C 1.53 -0.35 4.69
N -1.72 0.61 2.22
N -1.80 0.74 0.88
C -2.53 1.82 0.60
C -2.78 2.28 -0.79
C -2.95 2.39 1.81
C -2.41 1.60 2.81
C -2.49 1.77 4.29
H -2.25 -5.09 -0.50
H -1.34 -3.75 -1.21
H -3.11 -3.69 -1.13
H -3.16 -4.75 2.14
H -3.09 -3.75 4.65
H -3.12 -1.98 4.66
H -1.61 -2.84 4.94
H -1.07 -0.59 4.01
H 2.40 -0.79 -1.04
H 3.40 -1.98 -0.21
H 3.85 -0.26 -0.19
H 3.75 -0.68 2.71
H 2.54 -0.32 5.09
H 0.99 -1.17 5.16
H 1.03 0.58 4.94
H -2.33 1.62 -1.53
H -2.36 3.28 -0.94
H -3.85 2.35 -0.99
H -3.54 3.28 1.93
H -3.17 2.59 4.52
H -1.50 2.03 4.69
H -2.84 0.87 4.78
C 1.21 -0.29 -5.83
Si 2.27 -0.79 -4.38
C 3.46 -2.16 -4.89
C 3.23 0.70 -3.77
C 1.19 -1.48 -3.03
H 1.84 0.12 -6.62
H 0.50 0.48 -5.52
H 0.65 -1.13 -6.25
H 4.05 -1.85 -5.75
H 2.92 -3.07 -5.16
H 4.15 -2.40 -4.08
H 4.28 0.62 -4.05
H 3.19 0.82 -2.68
H 2.83 1.61 -4.21
H 0.57 -0.79 -2.45
H 1.02 -2.54 -2.87
F -0.81 4.84 2.18
C 0.17 4.14 1.59
C 0.39 4.23 0.27
N 1.43 3.58 -0.35
C 1.30 3.25 -1.76
C 0.53 1.93 -1.96
O 0.17 1.59 -3.07
O 0.39 1.29 -0.85
C 2.30 2.78 0.37
O 3.21 2.16 -0.13
N 2.03 2.70 1.73
C 0.98 3.27 2.43
O 0.79 3.04 3.61
H -0.25 4.83 -0.36
H 2.29 3.15 -2.20
H 0.77 4.05 -2.27
H 2.60 2.05 2.24
N -1.93 -0.98 -1.85
C -2.22 -1.51 -2.87
N -2.46 -2.03 -3.97
C -3.57 -2.57 -4.44
N -4.49 -3.09 -4.90
*
```

ORCA calculation (ωB97M-V/def2-TZVPD) on a structure of composition C27H37CaN4O6P3S3.

Computed properties:
Frontier orbital gap ... 6.566 eV
E_HOMO ... -2.475 eV

```
! RIJCOSX wB97M-V def2-TZVPD def2/J DEFGRID3
* xyz -2 1
Ca -11.99 -14.91 2.32
C -12.80 -13.73 6.04
N -12.50 -13.19 4.71
C -11.22 -12.51 4.67
C -9.97 -13.42 4.84
N -9.77 -14.51 3.85
C -9.71 -15.84 4.36
C -8.70 -14.22 2.93
C -7.38 -14.65 3.15
C -6.31 -14.26 2.39
C -6.50 -13.27 1.42
C -7.74 -12.77 1.23
C -8.90 -13.27 1.88
S -10.49 -12.79 1.38
C -13.70 -12.32 4.24
C -13.73 -10.92 4.57
C -14.81 -10.13 4.37
C -15.99 -10.75 3.87
C -15.99 -12.12 3.67
C -14.85 -12.97 3.84
S -14.97 -14.64 3.35
H -13.84 -14.10 5.99
H -12.59 -12.92 6.76
H -12.23 -14.67 6.23
H -11.09 -11.75 5.48
H -11.16 -12.05 3.68
H -9.99 -13.92 5.81
H -9.13 -12.74 4.79
H -8.78 -15.92 4.97
H -9.63 -16.56 3.50
H -10.49 -16.18 5.03
H -7.23 -15.34 4.01
H -5.36 -14.73 2.52
H -5.72 -12.80 0.87
H -7.91 -12.06 0.48
H -12.85 -10.52 5.14
H -14.82 -9.02 4.59
H -16.79 -10.07 3.60
H -16.92 -12.60 3.31
N -13.44 -17.98 0.61
C -12.60 -18.84 1.44
C -12.92 -20.31 1.00
P -13.16 -18.56 3.18
O -12.88 -16.99 3.42
O -14.65 -18.75 3.07
O -12.33 -19.33 4.12
P -10.79 -18.26 1.12
O -10.07 -18.97 2.42
O -10.17 -18.97 -0.03
O -10.96 -16.76 1.21
H -13.29 -18.20 -0.37
H -13.26 -16.90 0.67
H -14.44 -18.11 0.89
H -13.98 -20.52 1.24
H -12.19 -20.95 1.53
H -12.78 -20.45 -0.03
H -13.57 -16.49 3.91
H -10.68 -19.09 3.22
C -16.09 -17.81 6.05
P -17.70 -18.29 5.25
C -17.53 -17.80 3.52
C -18.99 -17.05 5.78
C -19.02 -15.77 5.35
C -20.07 -14.88 5.67
C -21.06 -15.36 6.48
C -21.06 -16.69 7.01
C -19.98 -17.49 6.70
H -15.94 -16.74 5.84
H -15.44 -18.51 5.54
H -16.16 -17.88 7.17
H -17.14 -16.79 3.35
H -18.45 -17.89 2.86
H -16.74 -18.45 3.15
H -18.23 -15.35 4.76
H -20.10 -13.84 5.31
H -21.84 -14.70 6.68
H -21.91 -17.01 7.65
H -19.90 -18.41 7.05
S -15.17 -16.24 -1.73
C -14.22 -15.56 -0.57
N -13.49 -15.10 0.20
*
```

ORCA calculation (ωB97M-V/def2-TZVPD) on a structure of composition C27H37ClN6OPdSTe.

Computed properties:
Frontier orbital gap (alpha / beta) ... 8.331 / 5.314 eV
E_HOMO (alpha / beta) ... -11.370 / -11.188 eV
Expectation value of S² ... 0.77

```
! RIJCOSX wB97M-V def2-TZVPD def2/J DEFGRID3
* xyz 1 2
Pd 1.60 -1.20 1.83
Cl 0.48 -3.35 3.90
C 1.77 -2.27 3.50
H 2.71 -2.81 3.42
H 1.81 -1.45 4.21
C 3.71 2.37 1.70
C 2.84 1.15 1.68
O 2.72 0.49 2.76
N 2.16 0.67 0.62
Te 2.33 1.43 -1.20
C 0.42 2.17 -1.69
C -0.48 2.65 -0.74
C -0.17 2.79 0.73
C -1.74 3.04 -1.19
C -2.10 3.01 -2.53
C -3.46 3.46 -2.98
C -1.15 2.59 -3.45
C 0.12 2.17 -3.06
C 1.09 1.73 -4.13
C 2.24 -0.44 -2.13
C 3.43 -0.88 -2.71
C 4.72 -0.10 -2.66
C 3.42 -2.13 -3.33
C 2.27 -2.92 -3.37
C 2.28 -4.27 -4.02
C 1.12 -2.45 -2.75
C 1.08 -1.21 -2.11
C -0.20 -0.81 -1.42
H 4.48 2.24 2.46
H 3.10 3.23 1.97
H 4.18 2.57 0.74
H 0.81 3.24 0.90
H -0.19 1.82 1.25
H -0.91 3.44 1.19
H -2.45 3.41 -0.46
H -4.15 3.53 -2.14
H -3.87 2.78 -3.71
H -3.40 4.45 -3.45
H -1.39 2.60 -4.51
H 0.83 2.18 -5.09
H 1.08 0.64 -4.25
H 2.12 2.02 -3.92
H 4.98 0.19 -1.64
H 4.68 0.80 -3.28
H 5.54 -0.72 -3.03
H 4.33 -2.49 -3.79
H 3.18 -4.41 -4.63
H 1.41 -4.40 -4.67
H 2.26 -5.06 -3.27
H 0.24 -3.07 -2.73
H -0.77 -1.69 -1.15
H -0.82 -0.18 -2.07
H -0.02 -0.25 -0.50
S 1.66 -3.22 0.67
C 3.19 -2.52 0.47
N 4.20 -1.97 0.33
C -5.37 -1.09 2.81
C -4.76 -0.70 4.15
C -4.46 0.80 4.21
C -3.52 -1.53 4.49
N -2.39 -1.26 3.59
C -1.37 -0.42 3.74
N -0.63 -0.48 2.65
N -1.22 -1.40 1.85
N -2.26 -1.88 2.41
H -6.31 -0.55 2.65
H -5.59 -2.16 2.77
H -4.71 -0.85 1.98
H -5.47 -0.94 4.94
H -3.79 1.10 3.40
H -4.01 1.09 5.16
H -5.38 1.37 4.09
H -3.72 -2.60 4.42
H -3.17 -1.31 5.50
H -1.20 0.20 4.60
*
```

ORCA calculation (ωB97M-V/def2-TZVPD) on a structure of composition C27H37N2SbSe3TeW.

Computed properties:
Frontier orbital gap (alpha / beta) ... 5.502 / 6.171 eV
E_HOMO (alpha / beta) ... -13.383 / -13.629 eV
Expectation value of S² ... 2.06

```
! RIJCOSX wB97M-V def2-TZVPD def2/J DEFGRID3
* xyz 2 3
W -0.43 -1.97 -0.26
Se -2.27 -2.20 1.33
Se -1.13 -2.38 3.36
Te 0.52 -4.17 2.77
Se 1.51 -2.95 0.77
C 2.13 -1.75 -2.24
N 0.64 -1.64 -2.29
C 0.32 -0.30 -2.86
C 0.11 -2.67 -3.23
C -0.11 -3.99 -2.53
N -1.05 -3.82 -1.39
C -2.38 -3.36 -1.87
C -1.19 -5.11 -0.68
H 2.53 -1.52 -3.23
H 2.42 -2.76 -1.96
H 2.52 -1.04 -1.51
H 0.70 -0.24 -3.88
H 0.81 0.47 -2.27
H -0.75 -0.13 -2.87
H 0.81 -2.79 -4.06
H -0.82 -2.30 -3.65
H 0.82 -4.39 -2.13
H -0.52 -4.72 -3.24
H -2.60 -3.72 -2.87
H -2.43 -2.25 -1.92
H -3.16 -3.69 -1.18
H -1.62 -5.86 -1.35
H -1.82 -4.98 0.19
H -0.20 -5.44 -0.36
C 2.03 1.00 3.64
C 0.54 0.91 3.81
C 0.03 0.91 5.11
C -1.33 0.85 5.36
C -2.23 0.81 4.30
C -1.74 0.80 3.00
C -0.37 0.84 2.75
Sb 0.01 0.60 0.67
C 1.93 1.22 -0.02
C 2.99 0.44 0.46
C 4.28 0.60 0.01
C 4.54 1.55 -0.98
C 3.50 2.31 -1.48
C 2.18 2.18 -1.03
C 1.15 3.08 -1.65
C -1.50 1.88 -0.04
C -2.48 1.32 -0.86
C -3.54 2.08 -1.33
C -3.63 3.41 -0.95
C -2.67 3.96 -0.11
C -1.60 3.22 0.38
C -0.64 3.85 1.34
H 2.48 1.48 4.51
H 2.31 1.58 2.77
H 2.48 0.00 3.55
H 0.72 0.98 5.94
H -1.69 0.86 6.38
H -3.30 0.78 4.48
H -2.46 0.77 2.19
H 2.80 -0.31 1.22
H 5.08 0.00 0.42
H 5.54 1.69 -1.35
H 3.71 3.04 -2.25
H 1.53 3.50 -2.57
H 0.90 3.91 -0.99
H 0.21 2.57 -1.87
H -2.42 0.28 -1.15
H -4.29 1.64 -1.97
H -4.45 4.02 -1.30
H -2.76 5.00 0.19
H -0.57 4.93 1.16
H 0.37 3.44 1.28
H -0.98 3.71 2.37
*
```

no.,largest force on an atom (eV Å⁻¹),DFT total energy (eV)
1,0.44,-67699.051
2,4.63,-125667.465
3,0.94,-73709.384
4,1.04,-243260.719